(1)
# C6H7NO3S

A single C6H7NO3S molecule at a distorted geometry (ωB97M-V with the def2-TZVPD basis set, the OMol25 dataset).

Last column: natural (NBO) charge in e.
Atoms and positions in Å:
C: 1.22286 0.52435 -1.58058  -0.3176
C: 1.02862 1.49836 -2.53411  0.1288
C: 0.25271 0.83708 -0.50646  -0.0682
C: -0.41107 1.93130 -0.94749  -0.0129
C: -0.00356 0.17133 0.84677  -0.1567
C: -1.49019 -0.23848 0.79783  -0.5801
N: 0.10732 1.15932 1.88646  -0.4272
O: -2.85992 2.34473 -0.14680  -0.8473
O: -1.25444 4.24568 0.08793  -0.8137
O: 0.05332 2.37554 -2.18046  -0.3930
S: -1.56615 2.80826 0.18708  1.8541
H: 1.97078 -0.26785 -1.66480  0.2422
H: 1.33986 1.60321 -3.53261  0.2104
H: 0.50355 -0.81719 0.99460  0.2374
H: -1.48874 -0.97912 0.02272  0.1985
H: -2.10741 0.64545 0.52588  0.2180
H: -1.78985 -0.63503 1.64713  0.2066
H: 0.86294 1.76299 1.94771  0.3207

The calculation puts the LUMO energy (alpha / beta) at -1.08 / -2.21 eV. The value obtained for the HOMO-LUMO gap (alpha / beta) is 0.3069 / 0.2697 Ha. The energy relative to the best compared isomer or geometry (same formula, charge and spin) comes out at 4.368 eV.

=====

(2)
# C5H13NS

A 2-piece molecular cluster, C5H13NS overall at a distorted geometry (ωB97M-V with the def2-TZVPD basis set, the OMol25 dataset).

Last column: natural (NBO) charge in e.
Atoms and positions in Å:
C: -2.98659 1.31825 0.05632  -0.5199
C: -1.90592 1.64522 -0.64320  0.0131
N: -0.58817 1.13023 -0.52050  -0.6435
C: 0.55524 1.96337 -0.93850  -0.4036
H: -2.99332 0.47972 0.70077  0.1892
H: -3.95522 1.87174 -0.13821  0.2091
H: -1.99899 2.49914 -1.31579  0.1784
H: -0.48971 0.66856 0.40520  0.3846
H: 1.45670 1.33708 -0.78135  0.2036
H: 0.45689 2.11613 -1.99909  0.1955
H: 0.58106 2.94355 -0.43279  0.1809
C: 0.83484 -2.44474 1.78224  -0.7312
S: 1.57894 -0.88314 1.20887  0.1813
C: 1.87475 -1.51641 -0.44371  -0.7654
H: 1.56826 -3.22239 1.84833  0.2139
H: 0.03953 -2.76094 1.02187  0.2128
H: 0.32443 -2.25855 2.71241  0.2286
H: 2.43858 -0.81109 -1.13964  0.2328
H: 2.30226 -2.53322 -0.50135  0.2204
H: 0.90646 -1.54249 -0.88188  0.2192

The calculation puts the LUMO energy at 0.88 eV. The value obtained for the HOMO-LUMO gap is 0.3251 Ha. The energy relative to the best compared isomer or geometry (same formula, charge and spin) comes out at 1.478 eV. Its SMILES is C=CNC.CSC.

=====

(3)
# C25H53ClFO20S5

C25H53ClFO20S5 as an isolated structure at a distorted geometry (ωB97M-V with the def2-TZVPD basis set, the OMol25 dataset).

Last column: Löwdin charge in e.
Atoms and positions in Å:
Cl: 23.56303 17.20676 19.72689  0.8807
O: 22.48629 17.67660 18.85374  -0.2827
O: 24.50838 18.25388 19.97873  -0.4518
O: 22.93088 16.79209 20.98343  -0.3456
O: 24.23473 16.11160 19.04696  -0.4179
C: 24.47892 13.75248 18.60316  -0.2214
C: 24.72757 14.16249 17.17608  -0.1940
C: 26.16228 13.82680 16.92358  -0.2298
O: 26.27605 12.64270 17.63271  -0.1336
C: 25.53587 12.71000 18.90737  -0.1040
H: 23.47901 13.33469 18.72031  0.0563
H: 24.70720 14.55304 19.30679  0.0862
H: 24.57074 15.22891 17.01402  0.1265
H: 24.11612 13.60009 16.47043  0.0467
H: 26.86958 14.60333 17.21484  0.1094
H: 26.44720 13.73610 15.87539  0.1178
H: 26.18275 13.07909 19.70324  0.1078
H: 25.10553 11.75375 19.20484  0.1175
O: 18.76994 13.76664 22.38843  -0.2932
S: 19.86987 14.30221 21.59995  0.7537
O: 20.26279 13.73446 20.26867  -0.3352
O: 19.56367 15.94319 21.38872  -0.2362
C: 20.50692 16.65778 20.56818  -0.2453
C: 19.76727 17.90539 20.11216  -0.1282
C: 21.37730 14.51982 22.60444  -0.0943
H: 20.87112 16.12883 19.68747  0.0306
H: 21.29535 17.00806 21.23435  0.0978
H: 19.39734 18.55157 20.90822  0.1053
H: 18.87371 17.65502 19.54036  0.0709
H: 20.38272 18.49679 19.43425  -0.0507
H: 21.03304 15.16364 23.41381  0.0808
H: 22.24668 14.92125 22.08373  0.0267
H: 21.71382 13.57700 23.03566  0.0731
O: 21.96138 12.50843 18.15441  -0.2624
S: 21.95248 13.76102 17.41295  0.7645
O: 22.81755 13.95190 16.27845  -0.2847
O: 20.46237 14.23503 16.93323  -0.2655
C: 19.35093 14.17365 17.79805  -0.3184
C: 18.14172 13.58358 16.98583  -0.0414
C: 22.42119 15.20194 18.43665  -0.1898
H: 18.97432 15.07870 18.27464  0.1061
H: 19.50739 13.46252 18.60916  0.0840
H: 17.77258 14.29136 16.24362  0.0643
H: 17.32624 13.27799 17.64134  0.0737
H: 18.40694 12.73523 16.35490  0.0720
H: 23.36042 15.05356 18.96952  -0.0142
H: 21.63859 15.32373 19.18551  0.0307
H: 22.50494 16.10181 17.82730  0.0777
O: 18.65038 19.79437 19.81002  -0.2974
S: 19.79943 20.24927 19.08291  0.6999
O: 20.86514 20.98677 19.71478  -0.2367
O: 20.47559 19.02132 18.25551  -0.2792
C: 19.64168 18.08545 17.70734  -0.2648
C: 20.31424 16.67967 17.53234  -0.0562
C: 19.18262 21.36974 17.68477  -0.0710
H: 19.04668 18.35247 16.83395  0.1346
H: 18.94401 17.81854 18.50114  0.0557
H: 19.59671 15.91227 17.24194  0.0600
H: 20.82635 16.47210 18.47189  0.0145
H: 20.94720 16.73178 16.64648  0.1145
H: 19.04700 22.36858 18.09953  0.0616
H: 18.25329 20.88382 17.38757  0.0533
H: 19.93221 21.35057 16.89366  0.0629
O: 28.17688 19.38150 17.30714  -0.2910
S: 27.30356 20.13279 18.22422  0.7544
O: 27.71278 20.25889 19.60689  -0.3274
O: 27.00669 21.70670 17.71275  -0.2509
C: 26.47974 22.61315 18.66487  -0.3158
C: 25.94593 23.71378 17.77430  -0.0645
C: 25.58909 19.43943 18.18138  -0.0885
H: 27.22112 23.01219 19.35713  0.1179
H: 25.62305 22.22399 19.21508  0.0505
H: 25.09782 23.37932 17.17686  0.0754
H: 26.61697 23.96180 16.95193  0.0752
H: 25.61517 24.56551 18.36865  0.0818
H: 25.18200 19.58321 17.18052  0.0966
H: 24.99674 19.98425 18.91649  0.0194
H: 25.64562 18.39850 18.49974  0.0723
O: 24.25441 21.18477 20.04979  -0.2975
S: 25.27630 21.11258 21.06780  0.7260
O: 26.27613 22.17569 21.20599  -0.3005
O: 24.51560 20.82637 22.46636  -0.2562
C: 25.22259 20.69229 23.67926  -0.2732
C: 24.86457 19.32732 24.31918  -0.0418
C: 26.13021 19.42028 20.92871  -0.1245
H: 25.04457 21.56756 24.30400  0.1164
H: 26.29154 20.73420 23.47026  0.1044
H: 25.17089 19.35270 25.36494  0.0701
H: 25.48244 18.56463 23.84522  0.0622
H: 23.81183 19.04722 24.28185  0.0815
H: 25.44540 18.58218 21.05800  0.0212
H: 26.89187 19.48509 21.70574  0.0794
H: 26.57022 19.42385 19.93147  -0.0379
F: 27.98598 17.10663 21.48464  0.0196
C: 26.99067 16.30066 22.05323  -0.1919
C: 25.73787 16.14594 21.41835  -0.0013
C: 24.79173 15.37826 22.09771  -0.0607
C: 25.18064 14.66267 23.22685  -0.0860
C: 26.43347 14.75774 23.79274  -0.1034
C: 27.33528 15.63176 23.24152  -0.0291
H: 25.57605 16.67648 20.49167  0.0820
H: 23.78246 15.28955 21.72369  0.0555
H: 24.50188 13.99248 23.73334  0.0951
H: 26.68340 14.18373 24.67277  0.1027
H: 28.32664 15.70536 23.66363  0.1106

The calculation puts the LUMO energy at 2.05 eV. The value obtained for the HOMO-LUMO gap is 0.3019 Ha. Its charge is -1.

=====

(4)
# C27H51GaNO3SSr

C27H51GaNO3SSr as an isolated structure at a distorted geometry (ωB97M-V with the def2-TZVPD basis set, the OMol25 dataset).

Last column: Löwdin charge in e.
Atoms and positions in Å:
C: -0.83045 5.38717 -0.04936  -0.1332
O: -1.76786 5.44488 1.08372  -0.2451
C: -1.81874 4.06182 1.59815  -0.2274
C: -2.17132 4.13826 3.17430  -0.1716
C: -2.62345 2.72379 3.80245  -0.2104
C: -1.37300 1.86149 4.38914  -0.2639
C: -1.92674 0.63218 5.30581  -0.2518
Ga: -1.44629 -1.23862 4.49866  0.1995
S: -3.41660 -2.49108 4.70933  0.3328
C: -1.08163 -1.11724 2.47395  -0.2823
C: -2.45875 -0.90973 1.62648  -0.2615
C: -2.09870 -1.04330 0.03712  -0.2945
N: -2.58015 -2.36916 -0.50697  -0.0511
C: -0.01911 -2.26039 5.58085  -0.2340
C: 1.48300 -1.78131 5.31986  -0.2852
O: 1.78268 -1.52478 3.92453  -0.2208
C: 2.87171 -0.58208 3.75801  -0.1537
C: 2.57246 0.12943 2.32865  -0.1311
O: 3.82316 0.39758 1.56721  -0.1249
C: 3.40691 0.17693 0.20308  -0.1809
C: 4.04486 -0.89347 -0.72020  -0.1318
C: 3.52040 -1.14471 -2.22185  -0.0303
C: 2.35089 -0.25919 -2.69768  -0.0906
C: 1.63747 -0.37926 -4.15885  -0.4497
C: 1.74235 1.09192 -4.81057  -0.0655
C: 2.53594 -1.35818 -5.05646  -0.0794
C: 0.13736 -0.89094 -3.87143  -0.1180
C: -0.61886 -1.56380 -5.11615  -0.5035
C: -0.50911 -0.73373 -6.49948  -0.0761
C: -2.20833 -1.54373 -4.73026  -0.0954
C: -0.26922 -3.15111 -5.30389  -0.0584
C: 1.73807 0.85473 -1.75217  0.0596
C: 2.23327 1.10781 -0.30965  0.0681
H: 0.22931 5.34811 0.41075  0.0950
H: -0.97286 6.31009 -0.73011  0.1030
H: -1.02750 4.42910 -0.64198  0.0790
H: -0.76550 3.63531 1.43713  0.1013
H: -2.62476 3.49131 0.99473  0.1355
H: -2.99507 4.93319 3.34449  0.1226
H: -1.22880 4.49273 3.71949  0.1097
H: -3.17994 2.14463 2.97886  0.0973
H: -3.40868 2.94927 4.61580  0.1159
H: -0.79531 2.54920 5.10444  0.1006
H: -0.69302 1.49983 3.53717  0.0714
H: -3.08189 0.71713 5.25146  0.0476
H: -1.65136 0.72994 6.41058  0.0518
H: -3.99976 -2.18718 5.95299  -0.1973
H: -0.40101 -0.23353 2.22059  0.0255
H: -0.66487 -2.13624 2.10741  0.0658
H: -3.22136 -1.74059 1.87518  0.0738
H: -2.95413 0.10196 1.81696  0.0867
H: -0.94481 -1.04980 -0.04286  0.0873
H: -2.56191 -0.17846 -0.57307  0.1026
H: -3.53208 -2.49642 -0.13081  0.0598
H: -1.99579 -3.09604 -0.05573  0.0598
H: -0.19515 -3.38659 5.40633  0.0592
H: -0.24327 -2.08333 6.70322  0.0720
H: 1.76016 -0.91114 6.02618  0.1233
H: 2.17129 -2.66009 5.64739  0.1225
H: 2.93133 0.21278 4.57728  0.1341
H: 3.83918 -1.21909 3.68938  0.1346
H: 2.01582 1.12667 2.44057  0.1339
H: 1.95668 -0.65238 1.73962  0.1341
H: 4.92274 -1.52661 -0.29427  -0.1632
H: 3.98998 -1.93617 -2.89307  0.0517
H: 1.56305 1.02153 -5.95149  0.0916
H: 1.01293 1.80640 -4.29669  0.0869
H: 2.84358 1.42621 -4.70749  0.0999
H: 3.55752 -0.84233 -5.24576  0.0998
H: 2.08828 -1.54966 -6.08748  0.0807
H: 2.75182 -2.37140 -4.57532  0.0711
H: 0.14817 -1.53473 -2.91950  0.1326
H: -0.47848 0.05273 -3.59250  0.1278
H: -0.47499 0.38722 -6.27887  0.0792
H: 0.30380 -1.10596 -7.20862  0.0742
H: -1.51271 -0.91039 -7.05171  0.0959
H: -2.65511 -0.49327 -4.74375  0.0883
H: -2.26635 -1.92716 -3.63625  0.0828
H: -2.80534 -2.30717 -5.35169  0.0939
H: 0.64853 -3.35586 -4.62454  0.0665
H: -1.11167 -3.79964 -4.89302  0.0835
H: 0.06459 -3.40766 -6.36398  0.0838
H: 0.88700 1.50873 -2.13722  0.1103
H: 1.79831 1.89951 0.37974  0.1179
Sr: 6.29718 -2.44690 -0.93624  1.5986

The calculation puts the LUMO energy at -6.82 eV. The value obtained for the HOMO-LUMO gap is 0.0495 Ha. The energy relative to the best compared isomer or geometry (same formula, charge and spin) comes out at 5.463 eV. Its charge is +1.